1.
Computed, not measured: a structure of composition C19H43OP3S2Ti in a non-equilibrium geometry, with wB97M-V/def2-TZVPD.

Atoms and positions in Å:
1 Ti -1.125 0.005 -0.824
2 P 0.212 -0.794 1.410
3 P 0.087 -1.572 -2.293
4 P -2.613 -1.814 0.069
5 H -1.480 3.788 0.468
6 C -1.968 3.206 1.280
7 C -1.273 2.424 2.106
8 H -0.212 2.502 2.197
9 C 1.678 0.213 1.844
10 C 1.075 -2.415 1.274
11 C -0.504 -0.992 3.090
12 C -0.444 -0.746 -3.814
13 C 1.886 -1.374 -2.137
14 C -0.293 -3.340 -2.336
15 C -3.787 -1.221 1.332
16 C -2.175 -3.448 0.731
17 C -3.671 -2.259 -1.357
18 H -3.065 3.212 1.148
19 H -1.759 1.633 2.656
20 H 1.409 1.263 1.988
21 H 2.479 0.170 1.094
22 H 2.060 -0.174 2.798
23 H 1.715 -2.430 0.387
24 H 0.353 -3.233 1.201
25 H 1.694 -2.567 2.171
26 H -0.999 -0.071 3.404
27 H 0.296 -1.204 3.815
28 H -1.234 -1.808 3.129
29 H -0.021 -1.388 -4.596
30 H -0.034 0.275 -3.891
31 H -1.538 -0.669 -3.936
32 H 2.361 -2.325 -2.435
33 H 2.202 -1.114 -1.118
34 H 2.211 -0.555 -2.797
35 H 0.287 -3.686 -3.206
36 H -1.369 -3.518 -2.459
37 H 0.030 -3.827 -1.404
38 H -4.749 -1.688 1.089
39 H -3.920 -0.132 1.321
40 H -3.501 -1.518 2.348
41 H -3.086 -4.062 0.751
42 H -1.771 -3.389 1.746
43 H -1.447 -3.940 0.086
44 H -4.678 -1.866 -1.205
45 H -3.720 -3.355 -1.412
46 H -3.319 -1.894 -2.335
47 C -4.701 1.784 -1.509
48 C -5.490 1.669 -2.684
49 C -6.752 2.271 -2.755
50 C -7.227 3.029 -1.677
51 C -6.449 3.155 -0.524
52 C -5.224 2.514 -0.428
53 S -3.164 0.769 -1.401
54 H -1.839 1.654 -1.230
55 H -5.085 1.139 -3.530
56 H -7.402 2.258 -3.628
57 H -8.191 3.526 -1.747
58 H -6.832 3.813 0.251
59 H -4.648 2.587 0.503
60 C 2.976 1.873 -1.081
61 S 1.295 2.499 -1.447
62 C 1.344 3.786 -0.145
63 O 0.339 1.324 -0.956
64 H 3.242 1.891 -0.008
65 H 3.682 2.533 -1.613
66 H 3.060 0.864 -1.496
67 H 1.979 4.624 -0.465
68 H 0.333 4.179 0.026
69 H 1.787 3.380 0.785

## Properties
Total energy, Eh: -3493.2785
Frontier orbital gap (spin up / spin down), eV: 6.130 / 6.129
Lowest unoccupied orbital energy (spin up / spin down), eV: -14.175 / -14.176
HOMO energy (spin up / spin down), eV: -20.30 / -20.30
Energy relative to the best compared isomer or geometry (same formula, charge and spin), kJ/mol: 0.00
Charge: +4

Atom charges from the Mulliken analysis, given in e for atoms 1 to 4: number 1, Ti, carries -0.52; number 2, P, carries 0.61; number 3, P, carries 1.30; number 4, P, carries 1.31

=====

2.
Computed, not measured: an isolated molecule of C3H4O3S, with wB97M-V/def2-TZVPD.

Atoms and positions in Å:
1 O 2.112 1.214 0.836
2 C 1.171 0.841 0.182
3 O 0.958 1.239 -1.086
4 C 0.098 -0.114 0.653
5 S -0.016 -0.510 2.206
6 C -0.844 -0.619 -0.409
7 O -1.706 -1.627 0.005
8 H 1.700 1.842 -1.309
9 H -0.237 -0.990 -1.251
10 H -1.393 0.269 -0.776
11 H -1.844 -1.545 0.947

## Properties
Total energy, Eh: -740.6067
Frontier orbital gap, eV: 8.313
Lowest unoccupied orbital energy, eV: -1.346
HOMO energy, eV: -9.66
Energy relative to the best compared isomer or geometry (same formula, charge and spin), kJ/mol: 138.85
Charge: 0
SMILES: O=C(O)C(=S)CO

Atom charges from the Mulliken analysis, given in e for atoms 1 to 4: number 1, O, carries -0.52; number 2, C, carries 0.42; number 3, O, carries -0.42; number 4, C, carries 0.26

=====

3.
Computed, not measured: a structure of composition C41H78FGaN7O4 in a non-equilibrium geometry, with wB97M-V/def2-TZVPD.

Atoms and positions in Å:
1 C 3.501 -6.458 2.385
2 C 2.036 -6.442 2.851
3 C 1.492 -5.007 2.875
4 C 0.108 -4.876 3.550
5 Ga -1.119 -3.607 2.551
6 O -0.386 -1.899 2.282
7 C 0.685 -1.833 1.395
8 C 0.644 -0.514 0.545
9 C 1.990 0.222 0.544
10 O -0.385 0.343 1.007
11 O -1.382 -4.275 0.806
12 C -2.558 -4.997 0.598
13 C -2.796 -5.180 -0.912
14 C -2.559 -3.848 -1.611
15 O -4.119 -5.657 -1.154
16 C -2.895 -3.161 3.481
17 F -3.843 -4.217 3.503
18 C -3.518 -1.936 2.802
19 C -4.994 -1.748 3.132
20 H 4.131 -6.075 3.187
21 H 3.595 -5.787 1.531
22 H 3.834 -7.449 2.080
23 H 1.948 -6.875 3.847
24 H 1.443 -7.017 2.138
25 H 2.217 -4.411 3.436
26 H 1.485 -4.668 1.840
27 H -0.346 -5.866 3.616
28 H 0.246 -4.493 4.562
29 H 0.678 -2.666 0.677
30 H 1.634 -1.904 1.941
31 H 0.414 -0.814 -0.479
32 H 1.809 1.291 0.625
33 H 2.518 -0.004 -0.383
34 H 2.636 -0.102 1.357
35 H -1.027 0.452 0.304
36 H -2.493 -5.978 1.085
37 H -3.453 -4.476 0.973
38 H -2.083 -5.920 -1.275
39 H -3.004 -3.862 -2.608
40 H -1.500 -3.640 -1.717
41 H -3.002 -3.053 -1.008
42 H -4.697 -4.909 -0.984
43 H -2.658 -2.879 4.512
44 H -3.373 -2.011 1.720
45 H -2.936 -1.073 3.129
46 H -5.576 -2.556 2.695
47 H -5.377 -0.812 2.721
48 H -5.160 -1.724 4.208
49 C 7.502 -1.155 -1.940
50 C 6.195 -1.213 -2.718
51 C 4.996 -0.762 -1.878
52 C 4.818 -1.605 -0.696
53 N 4.709 -2.276 0.228
54 H 7.490 -1.839 -1.089
55 H 8.344 -1.431 -2.576
56 H 7.677 -0.146 -1.567
57 H 6.027 -2.227 -3.083
58 H 6.262 -0.563 -3.592
59 H 4.077 -0.794 -2.463
60 H 5.138 0.267 -1.542
61 C -4.102 4.293 0.925
62 C -4.649 2.988 1.493
63 C -3.598 1.873 1.531
64 C -3.107 1.564 0.190
65 N -2.720 1.326 -0.868
66 H -3.780 4.166 -0.110
67 H -4.868 5.070 0.940
68 H -3.254 4.646 1.509
69 H -5.506 2.657 0.901
70 H -5.010 3.153 2.509
71 H -4.013 0.958 1.956
72 H -2.742 2.163 2.141
73 C -5.704 -1.339 -4.968
74 C -4.645 -1.489 -3.882
75 C -3.434 -0.574 -4.088
76 C -2.762 -0.860 -5.357
77 N -2.236 -1.092 -6.350
78 H -5.311 -1.617 -5.947
79 H -6.559 -1.984 -4.762
80 H -6.065 -0.310 -5.027
81 H -4.311 -2.526 -3.838
82 H -5.084 -1.257 -2.910
83 H -2.716 -0.703 -3.278
84 H -3.743 0.472 -4.092
85 C -6.950 -4.949 4.648
86 C -8.466 -4.830 4.783
87 C -9.076 -3.889 3.737
88 C -8.532 -2.539 3.869
89 N -8.105 -1.479 3.966
90 H -6.456 -3.990 4.802
91 H -6.554 -5.646 5.386
92 H -6.668 -5.312 3.659
93 H -8.721 -4.470 5.782
94 H -8.925 -5.814 4.671
95 H -10.160 -3.835 3.840
96 H -8.852 -4.250 2.732
97 C -1.962 7.990 -0.601
98 C -2.052 9.032 0.508
99 C -1.186 8.681 1.724
100 C -1.596 7.408 2.314
101 N -1.936 6.415 2.776
102 H -2.324 7.018 -0.264
103 H -2.566 8.288 -1.457
104 H -0.932 7.867 -0.942
105 H -3.091 9.138 0.826
106 H -1.733 10.003 0.127
107 H -1.264 9.453 2.490
108 H -0.137 8.602 1.435
109 C 6.387 4.943 -0.546
110 C 6.397 3.584 0.141
111 C 7.631 2.761 -0.251
112 C 7.691 2.547 -1.700
113 N 7.716 2.399 -2.838
114 H 6.334 4.829 -1.625
115 H 5.524 5.532 -0.238
116 H 7.288 5.513 -0.308
117 H 5.492 3.034 -0.122
118 H 6.392 3.701 1.226
119 H 7.624 1.788 0.241
120 H 8.544 3.280 0.045
121 C 9.690 5.687 -5.257
122 C 8.676 4.638 -5.696
123 C 7.265 5.209 -5.872
124 C 6.760 5.759 -4.615
125 N 6.388 6.130 -3.595
126 H 9.430 6.105 -4.283
127 H 10.684 5.247 -5.171
128 H 9.746 6.508 -5.975
129 H 8.644 3.828 -4.965
130 H 8.990 4.200 -6.645
131 H 6.577 4.428 -6.198
132 H 7.256 6.000 -6.623

## Properties
Total energy, Eh: -4317.9373
Frontier orbital gap, eV: 6.485
Lowest unoccupied orbital energy, eV: 1.915
HOMO energy, eV: -4.57
Charge: -1

Atom charges from the Mulliken analysis, given in e for atoms 1 to 4: number 1, C, carries -1.25; number 2, C, carries -0.53; number 3, C, carries -0.40; number 4, C, carries -0.71

=====

4.
Computed, not measured: an isolated molecule of C3H6FNS in a non-equilibrium geometry, with wB97M-V/def2-TZVPD.

Atoms and positions in Å:
1 N -1.109 1.404 -0.547
2 C -1.008 0.540 0.633
3 C -0.766 -0.911 0.432
4 F -0.778 -1.407 -0.836
5 C 0.334 -0.089 0.896
6 S 1.721 0.128 -0.168
7 H -0.925 2.366 -0.264
8 H -2.068 1.344 -0.948
9 H -1.626 0.694 1.463
10 H -1.233 -1.606 1.128
11 H 0.645 -0.204 1.937
12 H 1.073 0.947 -1.039

## Properties
Total energy, Eh: -670.6629
Frontier orbital gap, eV: 9.493
Lowest unoccupied orbital energy, eV: 0.785
HOMO energy, eV: -8.71
Energy relative to the best compared isomer or geometry (same formula, charge and spin), kJ/mol: 160.74
Charge: 0
SMILES: N[C@H]1[C@@H](F)[C@H]1S

Atom charges from the Mulliken analysis, given in e for atoms 1 to 4: number 1, N, carries -0.60; number 2, C, carries -0.28; number 3, C, carries 0.07; number 4, F, carries -0.30